DFT (the ωB97M-V functional and the def2-TZVPD basis) results for a structure of composition C5H6O in a non-equilibrium geometry.

The value obtained for the energy is -269.1336 a.u. As for the energy above the lowest of the compared OMol25 structures with the same formula, charge and spin: 5.786 eV. The calculation puts the gap between HOMO and LUMO at 10.743 eV. Its molar mass is 82.10 g mol⁻¹. The HOMO energy comes out at -9.816 eV.

The geometry in ORCA input format:
```
! RIJCOSX wB97M-V def2-TZVPD def2/J DEFGRID3
* xyz 0 1
C 2.3009 -1.2860 -0.4326
C 1.3501 -0.6402 -0.0688
C 0.2526 0.1927 0.4234
C -1.1591 -0.4038 0.4827
O -1.3787 -0.0893 -0.8413
C -0.5027 0.9929 -0.6640
H 3.1355 -1.8674 -0.7648
H 0.5352 0.7490 1.3163
H -1.5027 -1.3969 0.7992
H -1.7244 0.8046 1.0849
H -1.2883 1.6723 0.2903
H -0.0184 1.2722 -1.6254
*
```

Atom charges from the natural (NBO) analysis, given in e for atoms 1 to 5:
1 C -0.218
2 C -0.021
3 C -0.376
4 C 0.023
5 O -0.488